The following is a DFT calculation (ωB97M-V/def2-TZVPD) of C21H27AsKN3O4S2 as an isolated structure in a non-equilibrium geometry.

Geometry as XYZ:
```
59
Properties=species:S:1:pos:R:3:mulliken_charge:R:1
C 1.471 4.651 -0.931 -0.1719
C 1.893 2.791 0.543 -0.2408
C 0.652 3.574 -1.082 -0.8636
C -3.666 3.396 1.164 -0.9428
O -6.173 0.170 -0.989 -0.6636
N 0.894 2.532 -0.240 0.2689
C 4.316 -4.768 0.303 -0.8152
H 4.941 0.479 -0.096 0.3023
C 3.545 -1.126 0.016 0.7547
H -3.634 4.051 2.023 0.4015
C -2.500 3.067 0.492 0.0777
C -3.600 1.712 -0.962 -0.4353
C -5.460 -2.862 1.009 -0.9606
H -5.799 3.135 1.185 0.5194
C -4.864 2.882 0.708 -0.0681
H -6.043 -1.983 0.758 0.2426
C -6.050 1.385 -0.971 0.0011
N -2.460 2.242 -0.545 -0.0889
H -2.844 -2.311 -2.059 0.2975
H 5.570 -1.041 -0.772 0.3934
H -7.834 1.666 -1.829 0.3037
O 0.979 -2.477 -0.491 -0.7934
H 5.400 -2.965 0.430 0.2631
C -3.828 -2.477 -1.623 -0.9253
H -3.544 1.016 -1.790 0.3126
H 1.460 5.577 -1.478 0.4360
C 4.428 -3.404 0.258 -0.3966
H -3.199 -5.026 0.274 0.3790
H 2.948 -6.424 0.118 0.3704
H 5.470 -0.833 0.972 0.3755
C -7.074 3.600 -1.532 -0.5192
H -4.245 -3.401 -2.023 0.4180
H -4.491 -1.649 -1.848 0.2011
H -7.619 3.935 -2.420 0.3471
H -2.543 -4.255 1.744 0.3494
S 2.617 4.328 0.304 -0.1611
O -7.751 4.028 -0.363 -0.5196
O 2.643 -0.278 -0.011 -0.5013
H -6.058 4.000 -1.564 0.4112
C 2.023 -3.133 -0.227 0.2828
H -0.168 3.497 -1.780 0.4300
H -1.694 -4.062 0.201 0.1766
C -2.673 -4.158 0.668 -0.8940
H -1.546 3.473 0.809 0.3040
S -2.740 -0.855 1.112 -0.5463
C 3.329 -2.548 0.019 0.2276
H -5.893 -3.750 0.549 0.3719
H -5.424 -2.992 2.090 0.3398
C 1.968 -4.567 -0.168 -0.5077
H 0.996 -5.014 -0.345 0.2650
C -4.841 2.035 -0.396 0.4357
K 0.234 -0.304 -0.164 1.0839
H 5.179 -5.389 0.501 0.3654
C 4.977 -0.601 0.028 -1.4070
N -7.004 2.170 -1.553 -0.1675
C 3.057 -5.345 0.086 -0.3375
H -7.827 4.988 -0.368 0.3094
H 2.291 2.079 1.247 0.3598
As -3.672 -2.540 0.316 0.5492
```

As for the max |F|: 1.4 eV Å⁻¹. As for the LUMO energy: 0.3 eV. For the HOMO energy, the calculation gives -6.58 eV.

The following is a DFT calculation (ωB97M-V/def2-TZVPD) of a 2-piece molecular cluster, C16H14F3N2O4 overall in a non-equilibrium geometry.

Geometry as XYZ:
```
39
Properties=species:S:1:pos:R:3:mulliken_charge:R:1
C 4.057 -0.531 1.388 0.4963
H 1.997 -4.009 1.882 0.2723
C -0.797 -0.268 2.826 -0.7478
F -0.582 1.106 0.125 -0.1939
N 1.542 -3.244 1.396 -0.4935
F -2.348 -1.498 1.475 -0.3111
C -4.416 2.107 -5.116 -0.4066
O 5.872 0.989 0.937 -0.4704
C 2.141 0.091 2.638 -0.0769
C 5.440 -0.292 0.839 0.2948
F -2.793 1.209 0.287 -0.1970
O -6.259 2.076 -3.650 -0.5194
C -3.115 1.882 -5.283 -0.3774
H -2.612 2.043 -6.228 0.4156
C -2.929 1.158 -2.858 -0.2322
C 2.201 -2.022 1.631 0.4093
C -5.077 1.874 -3.807 0.3169
H 0.398 -1.608 4.029 0.2535
C 3.452 -1.744 1.118 -0.6165
H 3.973 -2.484 0.530 0.5250
H 6.655 1.019 1.506 0.3705
O 6.066 -1.184 0.348 -0.4520
H -1.507 -0.406 3.644 0.4160
C 0.236 -1.403 2.970 -0.7198
C -2.270 1.390 -4.167 0.3698
H 1.599 0.787 3.256 0.5338
H -0.375 0.728 2.904 0.3779
N 1.562 -1.096 2.387 0.1755
H -0.172 -2.307 2.541 0.5026
H 3.844 1.356 2.363 0.5569
C -4.228 1.383 -2.689 -0.2007
O -1.084 1.183 -4.312 -0.5520
H -2.295 0.797 -2.062 0.2979
C -1.681 0.617 0.668 0.4221
H -5.052 2.466 -5.916 0.4158
H 1.540 -3.428 0.400 0.2930
C -1.627 -0.367 1.590 0.3031
H -4.731 1.222 -1.743 0.4286
C 3.375 0.408 2.151 -0.8799
```

As for the max |F|: 1.6 eV Å⁻¹. As for the LUMO energy: -5.0 eV. For the HOMO energy, the calculation gives -11.89 eV. The charge is +1.